# 1
This record from the Open Molecules 2025 dataset describes a structure of composition C32H54F5MnN3OSb3. The level of theory is ωB97M-V/def2-TZVPD.

strongest force on any atom: 0.49 eV/A
HOMO level (alpha / beta): -12.33 / -12.33 eV
total energy: -3861.62228 Eh
total charge: +2
orbital gap (alpha / beta): 5.337 / 5.337 eV

Each line ends with the Mulliken charge.
Element x y z (Å)
Mn  0.31795  0.16541  -0.60239  -0.12
C  -1.24738  -2.31126  2.37242  -0.93
Sb  -0.99246  -0.31491  1.68133  0.69
C  0.39382  0.43136  3.10120  -1.35
C  -2.93654  0.36987  2.40275  -1.15
C  -2.84165  0.92545  3.79412  0.71
C  -2.61381  0.03274  4.84177  -0.33
C  -2.48573  0.46050  6.15063  -0.93
C  -2.59742  1.81400  6.43199  -0.71
C  -2.88533  2.70403  5.41484  -0.61
C  -3.02965  2.29411  4.08612  0.48
C  -3.43783  3.31913  3.07401  -1.86
Sb  -1.85357  3.94952  1.73206  0.47
C  -0.56563  4.56451  3.33933  -1.36
C  -2.68409  5.87544  1.30332  -1.27
H  -2.14844  -2.74087  1.93789  0.50
H  -1.36697  -2.25154  3.45129  0.52
H  -0.39171  -2.94732  2.16213  -0.13
H  0.23187  -0.06160  4.05641  0.64
H  0.22876  1.50193  3.22352  0.21
H  1.41030  0.25464  2.75246  0.42
H  -3.49030  -0.57043  2.38919  0.66
H  -3.37016  1.03928  1.66946  0.53
H  -2.56796  -1.02802  4.63067  0.46
H  -2.32515  -0.25460  6.94497  0.45
H  -2.49768  2.17198  7.44746  0.42
H  -3.02576  3.75169  5.65229  0.42
H  -3.77630  4.21444  3.59344  0.64
H  -4.27227  2.96794  2.46534  0.63
H  -0.79965  5.58625  3.63359  0.50
H  0.48084  4.51390  3.05509  0.39
H  -0.72450  3.90961  4.19631  0.34
H  -3.43247  6.13475  2.04947  0.35
H  -3.14257  5.88706  0.31742  0.37
H  -1.88827  6.61813  1.32856  0.40
C  -1.51394  -0.26728  -4.34186  -0.65
N  -0.88048  0.68937  -3.42439  0.21
C  -1.51332  0.78754  -2.13311  -1.54
C  0.49244  0.70876  -3.42702  -0.49
N  1.13854  0.38857  -2.30520  1.16
N  1.12226  1.02321  -4.55413  0.38
C  2.56669  0.85161  -4.68399  -1.10
C  0.45947  1.68597  -5.67758  -1.26
H  -1.43377  -1.28959  -3.95775  0.04
H  -1.05156  -0.22766  -5.32406  0.21
H  -2.56425  -0.00504  -4.44934  0.43
H  -2.59411  0.76274  -2.25917  0.44
H  -1.25783  1.70977  -1.61720  0.43
H  -1.34321  -0.12965  -1.48167  0.47
H  2.14835  0.43477  -2.36441  -0.07
H  3.10564  1.69223  -4.24082  0.35
H  2.81313  0.80106  -5.74142  0.40
H  2.88907  -0.08230  -4.22464  0.37
H  -0.51279  2.05509  -5.36843  0.39
H  0.35159  1.00151  -6.51944  0.42
H  1.07767  2.52736  -5.98725  0.43
F  5.33144  4.01527  0.32040  -0.27
C  4.11643  3.50946  0.23350  0.58
C  3.92889  2.13393  0.29915  -0.32
F  4.94744  1.30163  0.44350  -0.28
C  2.63849  1.66553  0.18775  -0.91
F  2.36441  0.31143  0.20751  0.30
C  1.52093  2.46883  0.03801  1.10
O  0.31543  1.89461  -0.06281  -0.04
C  1.73521  3.84026  -0.05933  0.03
F  0.72249  4.66765  -0.28395  -0.35
C  3.02298  4.34925  0.04475  0.30
F  3.21708  5.65035  -0.05094  -0.27
C  -0.88676  -5.05892  -1.45466  -1.57
C  -1.04443  -3.75010  -0.68864  0.75
C  -2.30871  -3.01260  -1.11329  -1.25
Sb  0.70278  -2.47781  -0.78417  -0.37
C  1.88210  -3.05131  -2.50534  0.56
C  1.17715  -2.75878  -3.82514  -0.76
C  2.36534  -4.50030  -2.47910  -1.61
C  1.96972  -3.05913  0.87138  0.92
C  3.43428  -2.77414  0.54619  -1.43
C  1.76483  -4.50209  1.32168  -1.47
H  -1.77644  -5.67349  -1.30240  0.47
H  -0.02880  -5.63963  -1.11844  0.36
H  -0.79285  -4.89084  -2.52833  0.29
H  -1.11509  -3.98310  0.37201  0.37
H  -2.32760  -2.84413  -2.19224  0.33
H  -2.43057  -2.04498  -0.61502  0.09
H  -3.18605  -3.61505  -0.87044  0.48
H  2.75416  -2.39715  -2.39324  0.46
H  0.29978  -3.39535  -3.95259  0.17
H  1.84938  -2.97814  -4.65810  0.52
H  0.85621  -1.72293  -3.91737  -0.13
H  1.56751  -5.19336  -2.73598  0.32
H  2.78572  -4.79976  -1.52148  0.30
H  3.15197  -4.62259  -3.22690  0.46
H  1.65822  -2.38584  1.67784  0.24
H  3.81062  -3.43693  -0.23256  0.28
H  4.04559  -2.94745  1.43347  0.50
H  3.60888  -1.74593  0.22958  0.21
H  2.18344  -5.20848  0.60485  0.31
H  0.71737  -4.76599  1.47324  0.37
H  2.27920  -4.66707  2.27006  0.47

---

# 2
This record from the Open Molecules 2025 dataset describes a structure of composition C32H54N4O4P in a non-equilibrium geometry. The level of theory is ωB97M-V/def2-TZVPD.

strongest force on any atom: 6.28 eV/A
HOMO level: -11.09 eV
total energy: -2112.71666 Eh
total charge: +1
orbital gap: 8.742 eV

Each line ends with the Mulliken charge.
Element x y z (Å)
C  -4.94524  0.40229  -1.98113  -0.81
C  -5.34608  -1.10748  -1.79455  -0.74
C  -4.19458  -1.84049  -1.01258  0.09
C  -3.04836  -2.37678  -1.97261  -0.23
C  -2.26767  -3.56890  -1.30519  -1.32
C  -1.27684  -2.96477  -0.22056  0.29
C  0.13844  -2.62139  -0.82684  -1.81
C  0.57675  -1.12050  -0.73188  0.76
C  2.00847  -1.00524  -1.45233  -1.91
C  2.11923  0.53967  -1.85761  1.46
C  3.48250  0.91554  -2.53165  -1.13
C  3.30761  1.52417  -3.98012  0.13
O  3.86867  2.54123  -4.30679  -0.55
C  2.33846  0.76949  -4.93916  0.35
C  1.44808  1.43271  -5.85011  -0.59
C  0.55765  0.64140  -6.66794  -0.49
C  0.55033  -0.79268  -6.55977  -0.47
C  1.45408  -1.46458  -5.66134  -0.60
C  2.34223  -0.67692  -4.84979  -0.08
C  1.79801  1.35453  -0.53777  -1.63
N  1.81581  0.53870  0.69498  0.51
C  0.78163  -0.55978  0.71738  0.80
C  -0.51626  -0.10270  1.47779  -1.19
C  -1.59661  0.62253  0.62361  -0.41
O  -1.32702  2.04305  0.49003  -0.37
C  -2.14593  2.59082  -0.50709  0.65
C  -1.71653  2.61817  -2.00413  -0.80
O  -3.19680  3.09708  -0.22478  -0.52
P  1.58834  -1.94123  1.82116  -0.26
N  2.30430  -1.11514  3.21926  -0.31
O  0.41569  -2.99007  2.37028  -0.39
H  -4.00901  0.51459  -2.58810  0.13
H  -4.76059  0.86943  -0.98499  0.18
H  -5.79668  0.90777  -2.49994  0.43
H  -6.26164  -1.18862  -1.15922  0.30
H  -5.45786  -1.64502  -2.76791  0.33
H  -4.58523  -2.69044  -0.40713  0.44
H  -3.69920  -1.12674  -0.29942  -0.38
H  -2.28316  -1.58089  -2.18994  -0.10
H  -3.50794  -2.63464  -2.95803  0.62
H  -3.04526  -4.20649  -0.80784  0.48
H  -1.74557  -4.22527  -2.03694  0.33
H  -1.12941  -3.77947  0.52597  0.39
H  -1.81404  -2.10407  0.23044  -0.41
H  0.06138  -2.84894  -1.92501  0.76
H  0.90999  -3.34084  -0.44969  0.39
H  -0.10601  -0.52268  -1.38101  -0.33
H  2.81347  -1.31089  -0.73986  0.09
H  1.97418  -1.66962  -2.33849  0.76
H  1.23822  0.70038  -2.53137  0.22
H  4.09923  1.62037  -1.93308  0.43
H  4.10381  -0.01205  -2.65290  0.49
H  1.42573  2.53404  -5.93480  0.42
H  -0.14052  1.12340  -7.38189  0.39
H  -0.14109  -1.42860  -7.15349  0.37
H  1.47386  -2.56311  -5.53574  0.41
H  3.03073  -1.17423  -4.13558  0.55
H  2.62468  2.10615  -0.42694  0.86
H  0.87431  1.94695  -0.69880  -0.27
H  1.65997  1.18298  1.48054  0.62
H  2.74453  0.11124  0.89408  0.80
H  -1.03907  -0.92541  2.02228  0.28
H  -0.21448  0.62858  2.28120  0.43
H  -2.55580  0.56735  1.21030  0.49
H  -1.82490  0.15234  -0.36035  0.05
H  -1.04609  3.48680  -2.23052  0.32
H  -1.21384  1.66854  -2.32858  0.15
H  -2.60227  2.73837  -2.67039  0.38
H  2.53719  -1.86510  3.88256  0.31
H  1.64805  -0.44337  3.62098  0.26
H  -0.11874  -2.55073  3.05948  0.20
C  5.84674  3.15778  2.61435  -1.04
C  4.75961  3.29920  3.67391  -0.40
C  4.42818  1.97519  4.37164  -0.62
C  3.93778  0.98079  3.38319  0.38
N  3.54771  0.20257  2.60781  -0.50
H  5.53691  2.49103  1.80689  0.24
H  6.06916  4.12760  2.16696  0.34
H  6.76895  2.76531  3.04869  0.31
H  3.85797  3.70556  3.20641  0.27
H  5.08623  4.02309  4.42384  0.33
H  3.65752  2.13352  5.13042  0.26
H  5.31293  1.57148  4.86826  0.32
C  -2.74236  1.02390  5.71460  -1.33
C  -3.29070  0.17665  4.57143  0.18
C  -3.24929  -1.32638  4.86878  -0.48
C  -1.85112  -1.76376  5.09529  0.37
N  -0.76283  -2.10201  5.27299  -0.55
H  -1.68822  0.80970  5.90482  0.33
H  -2.81887  2.08447  5.47118  0.38
H  -3.30039  0.84644  6.63641  0.35
H  -2.71704  0.38991  3.66400  -0.26
H  -4.32362  0.47030  4.37422  0.42
H  -3.66307  -1.88846  4.02950  0.31
H  -3.84144  -1.55866  5.75583  0.42